# 1
{"formula": "I2OS", "method": "the ωB97M-V functional and the def2-TZVPD basis", "symbols": ["S", "I", "O", "I"], "positions_angstrom": [[0.264, 0.481, 0.560], [-2.035, 0.909, -0.402], [1.176, 0.875, -0.456], [0.595, -2.265, 0.298]], "de_lowest_kcal_mol": 7.9, "e_tot_ha": -1068.78171, "e_homo_ev": [-9.80, -9.80], "homo_lumo_gap_ha": [0.2676, 0.2677]}

---

# 2
{"formula": "IZn2", "method": "the ωB97M-V functional and the def2-TZVPD basis", "symbols": ["Zn", "I", "Zn"], "positions_angstrom": [[13.104, 9.424, -6.769], [12.034, 7.194, -7.214], [12.573, 4.816, -6.289]], "multiplicity": 2, "e_tot_ha": -3855.56971, "e_homo_ev": [-17.54, -20.05], "homo_lumo_gap_ha": [0.1861, 0.2747], "charge": 2}

---

# 3
{"formula": "InO12S3", "method": "the ωB97M-V functional and the def2-TZVPD basis", "symbols": ["O", "O", "O", "S", "O", "O", "O", "O", "O", "S", "In", "O", "O", "S", "O", "O"], "positions_angstrom": [[-0.787, -0.878, -0.612], [-2.867, -1.094, -0.005], [1.760, -1.564, 0.543], [3.142, -1.342, 0.237], [-1.785, 2.206, 0.544], [3.262, 0.115, 0.286], [-1.092, -0.977, 1.729], [-2.268, 1.589, -1.644], [3.977, -1.984, 1.213], [-1.716, 2.643, -0.850], [0.716, 1.129, 1.168], [-0.331, 2.588, -1.222], [3.171, -1.880, -1.127], [-1.547, -1.548, 0.460], [-2.357, 3.930, -1.016], [-1.277, -2.936, 0.296]], "multiplicity": 2, "e_tot_ha": -2287.51764, "e_homo_ev": [-3.61, -3.56], "homo_lumo_gap_ha": [0.2427, 0.2450], "charge": -2}

---

# 4
{"formula": "Li2NO3", "method": "the ωB97M-V functional and the def2-TZVPD basis", "symbols": ["Li", "O", "O", "N", "O", "Li"], "positions_angstrom": [[1.504, 2.659, 2.427], [0.467, -1.115, -0.658], [-0.818, 0.482, 0.086], [0.203, 0.031, -0.394], [0.845, 0.997, -0.665], [-2.202, -3.053, -0.795]], "de_lowest_kcal_mol": 73.3, "e_tot_ha": -295.13147, "e_homo_ev": -10.26, "homo_lumo_gap_ha": 0.2029, "charge": 1}

---

# 5
{"formula": "N2O3", "method": "the ωB97M-V functional and the def2-TZVPD basis", "symbols": ["N", "O", "O", "N", "O"], "positions_angstrom": [[-0.923, -0.332, 0.475], [-1.724, -0.204, -0.350], [1.487, -0.886, -0.161], [0.676, -0.028, -0.016], [0.787, 1.159, 0.011]], "de_lowest_kcal_mol": 3.1, "e_tot_ha": -335.03604, "smiles": "O=N[N+](=O)[O-]", "e_homo_ev": -10.17, "homo_lumo_gap_ha": 0.3221}

---

# 6
{"formula": "N2O3S", "method": "the ωB97M-V functional and the def2-TZVPD basis", "symbols": ["N", "O", "O", "S", "O", "N"], "positions_angstrom": [[1.028, 0.064, 0.724], [-1.519, 0.240, 0.494], [-0.003, -0.977, -1.103], [-0.662, 0.241, -0.662], [-0.554, 1.431, -1.469], [1.070, -0.807, 1.454]], "de_lowest_kcal_mol": 18.9, "e_tot_ha": -733.38778, "e_homo_ev": -12.23, "homo_lumo_gap_ha": 0.4064}

---

# 7
{"formula": "N2O4S3", "method": "the ωB97M-V functional and the def2-TZVPD basis", "symbols": ["N", "S", "O", "O", "S", "S", "O", "O", "N"], "positions_angstrom": [[-1.008, -2.912, -1.202], [0.018, 3.079, 2.324], [2.280, 1.113, -0.351], [0.830, -0.274, 0.416], [-0.499, -1.603, -0.827], [-0.146, 2.280, 0.523], [-1.459, -3.939, -1.464], [-1.293, 1.425, 0.409], [1.277, 0.833, 0.173]], "de_lowest_kcal_mol": 117.8, "e_tot_ha": -1604.74659, "e_homo_ev": [-7.87, -7.88], "homo_lumo_gap_ha": [0.1703, 0.1703]}

---

# 8
{"formula": "N3O3", "method": "the ωB97M-V functional and the def2-TZVPD basis", "symbols": ["N", "N", "O", "N", "O", "O"], "positions_angstrom": [[-0.533, 0.919, -1.070], [1.118, -0.631, -0.072], [-1.876, 0.845, 0.761], [-1.197, 0.920, -0.166], [0.414, -0.737, 0.955], [2.073, -1.315, -0.408]], "de_lowest_kcal_mol": 53.4, "e_tot_ha": -389.88160, "e_homo_ev": -2.27, "homo_lumo_gap_ha": 0.2456, "charge": -1}

---

# 9
{"formula": "N3O3S", "method": "the ωB97M-V functional and the def2-TZVPD basis", "symbols": ["O", "S", "O", "N", "N", "O", "N"], "positions_angstrom": [[-0.636, 0.324, 0.702], [0.737, -0.314, -1.683], [0.197, -1.362, 1.766], [0.192, -0.812, 0.666], [0.881, -1.146, -0.308], [-0.499, 2.223, -0.538], [-0.872, 1.088, -0.605]], "de_lowest_kcal_mol": 64.7, "e_tot_ha": -787.99729, "smiles": "O=NON([O-])N=S", "e_homo_ev": [-3.47, -3.47], "homo_lumo_gap_ha": [0.2767, 0.2768], "charge": -1}

---

# 10
{"formula": "N3O6P", "method": "the ωB97M-V functional and the def2-TZVPD basis", "symbols": ["N", "O", "P", "O", "N", "O", "O", "O", "N", "O"], "positions_angstrom": [[1.705, 0.074, 0.042], [1.987, 1.235, 0.204], [-0.015, -0.110, 0.952], [0.177, -2.257, -0.199], [-1.020, 1.370, 0.150], [-1.990, 1.547, 0.856], [2.258, -0.837, -0.494], [-0.667, 1.840, -0.866], [-0.654, -1.395, -0.098], [-1.782, -1.467, -0.546]], "de_lowest_kcal_mol": 35.1, "multiplicity": 3, "e_tot_ha": -956.58700, "e_homo_ev": [-7.43, -10.86], "homo_lumo_gap_ha": [0.2199, 0.1944]}

---

# 11
{"formula": "N5O4", "method": "the ωB97M-V functional and the def2-TZVPD basis", "symbols": ["N", "O", "O", "N", "N", "O", "O", "N", "N"], "positions_angstrom": [[0.803, -0.385, -0.042], [-0.946, -0.718, 1.236], [1.533, -0.604, -1.076], [-0.173, -1.217, 0.383], [-1.922, 1.052, -0.503], [-0.092, -2.347, -0.026], [1.266, 1.906, 0.309], [0.324, 1.084, 0.111], [-0.793, 1.228, -0.393]], "de_lowest_kcal_mol": 10.1, "e_tot_ha": -574.42763, "e_homo_ev": [-4.05, -4.05], "homo_lumo_gap_ha": [0.2776, 0.2776], "charge": -1}

---

# 12
{"formula": "NO4S", "method": "the ωB97M-V functional and the def2-TZVPD basis", "symbols": ["S", "O", "O", "N", "O", "O"], "positions_angstrom": [[1.443, -0.003, -0.365], [2.055, 0.783, 0.708], [-2.061, -0.110, 0.308], [-1.004, -0.108, -0.315], [-0.290, 0.974, -0.333], [0.947, -1.349, -0.011]], "de_lowest_kcal_mol": 20.0, "e_tot_ha": -753.87333, "e_homo_ev": -4.57, "homo_lumo_gap_ha": 0.3153, "charge": -1}

---

# 13
{"formula": "NO4S2", "method": "the ωB97M-V functional and the def2-TZVPD basis", "symbols": ["O", "O", "O", "N", "O", "S", "S"], "positions_angstrom": [[-0.721, 0.936, -0.970], [2.718, 0.233, 0.109], [-1.149, 0.429, 1.334], [1.520, 0.078, -0.063], [-2.302, -0.963, -0.315], [0.705, -1.332, -0.021], [-1.184, -0.063, -0.025]], "de_lowest_kcal_mol": 35.5, "e_tot_ha": -1152.08820, "smiles": "O=NSS(=O)(=O)[O-]", "e_homo_ev": -4.65, "homo_lumo_gap_ha": 0.3014, "charge": -1}

---

# 14
{"formula": "NO5S", "method": "the ωB97M-V functional and the def2-TZVPD basis", "symbols": ["O", "O", "N", "O", "O", "S", "O"], "positions_angstrom": [[0.794, 0.918, 1.721], [-0.398, -0.760, 1.083], [0.495, 0.023, 0.946], [-0.885, 1.171, -0.887], [-0.975, -1.054, -1.897], [-0.222, 0.154, -1.657], [1.213, -0.163, -0.117]], "de_lowest_kcal_mol": 29.6, "e_tot_ha": -829.09840, "e_homo_ev": -5.43, "homo_lumo_gap_ha": 0.3384, "charge": -1}

---

# 15
{"formula": "NaO4S", "method": "the ωB97M-V functional and the def2-TZVPD basis", "symbols": ["S", "O", "Na", "O", "O", "O"], "positions_angstrom": [[0.318, -0.074, -0.140], [0.702, -1.413, 0.243], [-1.447, 0.282, 0.912], [-1.052, -0.016, -0.781], [0.258, 0.791, 0.957], [1.222, 0.430, -1.192]], "de_lowest_kcal_mol": 46.7, "e_tot_ha": -861.47042, "e_homo_ev": -3.67, "homo_lumo_gap_ha": 0.2118, "charge": -1}

---

# 16
{"formula": "O16Pd2S4", "method": "the ωB97M-V functional and the def2-TZVPD basis", "symbols": ["O", "S", "O", "O", "O", "O", "O", "O", "O", "O", "S", "O", "O", "Pd", "O", "O", "O", "O", "S", "S", "Pd", "O"], "positions_angstrom": [[-0.202, -1.911, -0.415], [1.788, 1.986, -0.233], [2.046, 0.557, 4.018], [1.707, 3.188, 0.411], [0.251, 1.538, -0.382], [2.071, 2.019, -1.624], [-2.077, -0.062, -0.022], [-0.188, -3.607, -1.925], [1.777, -2.370, -1.913], [-1.813, 0.845, -2.204], [0.747, 0.171, 3.541], [-0.019, -1.148, -2.893], [-3.011, -1.397, -1.434], [0.297, 0.786, -2.236], [0.546, -1.169, 2.949], [0.155, 1.128, 2.560], [-4.159, 0.532, -1.300], [2.466, 0.823, 0.440], [-2.731, 0.056, -1.375], [0.323, -2.274, -1.760], [-0.068, -0.084, 0.918], [0.095, 0.392, 4.879]], "multiplicity": 5, "e_tot_ha": -3051.99633, "e_homo_ev": [4.07, 4.15], "homo_lumo_gap_ha": [0.1752, 0.1726], "charge": -4}

---

# 17
{"formula": "O2", "method": "the ωB97M-V functional and the def2-TZVPD basis", "symbols": ["O", "O"], "positions_angstrom": [[-0.872, 0.339, 0.151], [0.872, -0.339, -0.151]], "de_lowest_kcal_mol": 138.2, "e_tot_ha": -150.07633, "e_homo_ev": -13.00, "homo_lumo_gap_ha": 0.2690}

---

# 18
{"formula": "O2", "method": "the ωB97M-V functional and the def2-TZVPD basis", "symbols": ["O", "O"], "positions_angstrom": [[0.465, -0.397, -0.373], [-0.465, 0.397, 0.373]], "de_lowest_kcal_mol": 76.8, "multiplicity": 2, "e_tot_ha": -149.77438, "e_homo_ev": [-24.60, -25.60], "homo_lumo_gap_ha": [0.3292, 0.3871], "charge": 1}

---

# 19
{"formula": "O2Si", "method": "the ωB97M-V functional and the def2-TZVPD basis", "symbols": ["O", "Si", "O"], "positions_angstrom": [[-0.767, -0.902, -0.995], [0.074, -0.019, -0.016], [0.693, 0.921, 1.011]], "de_lowest_kcal_mol": 2.7, "e_tot_ha": -439.97186, "smiles": "O=[Si]=O", "e_homo_ev": -12.27, "homo_lumo_gap_ha": 0.3802}

---

# 20
{"formula": "O4S4", "method": "the ωB97M-V functional and the def2-TZVPD basis", "symbols": ["O", "O", "O", "S", "S", "S", "O", "S"], "positions_angstrom": [[-2.028, 0.238, 1.090], [-0.536, -0.101, -2.470], [-0.225, -0.811, -0.110], [0.555, 0.673, 2.483], [-0.676, 0.582, 0.596], [1.743, 2.284, 2.251], [0.643, -2.154, -2.095], [0.524, -0.711, -1.745]], "de_lowest_kcal_mol": 11.5, "e_tot_ha": -1893.73426, "e_homo_ev": 0.27, "homo_lumo_gap_ha": 0.2053, "charge": -2}